(1)
Below is 8 unconnected molecules or ions with the total composition C67H144N8O8 at a distorted geometry, with properties calculated with ωB97M-V/def2-TZVPD.

ΔE to the lowest compared entry with this formula, charge and spin, kJ/mol: 488.3
HOMO-LUMO gap, eV: 8.40
SMILES string: CC1(C)CCCC(C)(C)N1O.CC1(C)CCCC(C)(C)N1O.CC1(C)CCCC(C)(C)N1O.CC1(C)CCCC(C)(C)N1O.CC1(C)CCCC(C)(C)N1O.CC1(C)CCCC(C)(C)N1O.CC1(C)CCCC(C)(C)N1O.COC[C@H](C)N

Each line ends with the Löwdin charge.
Element x y z (Å)
C 1.751 6.728 -17.474  -0.072
C 0.318 7.243 -17.792  -0.435
C 0.404 8.473 -18.695  -0.217
O 1.041 8.192 -19.931  -0.192
C 0.895 9.225 -20.863  -0.109
N -0.207 6.124 -18.480  0.023
H 1.626 5.916 -16.757  0.071
H 2.417 7.518 -17.126  0.069
H 2.275 6.249 -18.301  0.075
H -0.267 7.336 -16.877  0.142
H 0.994 9.244 -18.199  0.119
H -0.577 8.946 -18.752  0.120
H 1.380 10.119 -20.472  0.088
H -0.159 9.375 -21.098  0.090
H 1.443 8.942 -21.762  0.091
H -1.173 6.394 -18.596  0.071
H -0.018 6.326 -19.451  0.067
C -5.676 5.648 -9.434  -0.003
C -4.648 5.995 -10.608  -0.449
C -4.691 7.497 -10.989  -0.148
C -4.143 8.413 -9.861  -0.160
C -2.642 8.034 -9.606  -0.129
C -2.490 6.519 -9.245  -0.498
N -3.277 5.702 -10.150  -0.094
O -3.067 4.226 -9.956  -0.019
C -0.976 6.228 -9.453  -0.044
C -2.875 6.354 -7.737  -0.035
C -4.824 5.244 -11.997  -0.030
H -5.210 5.393 -8.482  0.062
H -6.201 4.712 -9.628  0.068
H -6.458 6.404 -9.370  0.073
H -4.262 7.791 -11.947  0.118
H -5.762 7.702 -11.004  0.107
H -4.700 8.303 -8.930  0.098
H -4.260 9.446 -10.190  0.103
H -2.242 8.661 -8.808  0.110
H -2.058 8.306 -10.486  0.111
H -0.634 5.282 -9.034  0.075
H -0.696 6.221 -10.507  0.081
H -0.349 6.997 -9.002  0.078
H -2.775 5.326 -7.388  0.085
H -2.319 7.079 -7.144  0.077
H -3.867 6.743 -7.507  0.060
H -4.893 4.178 -11.784  0.067
H -3.912 5.331 -12.587  0.078
H -5.655 5.638 -12.583  0.079
H -2.722 3.948 -10.808  0.082
C 12.950 -0.899 -22.233  -0.054
C 11.744 -0.134 -21.593  -0.468
C 12.435 1.087 -20.941  -0.163
C 11.586 2.248 -20.492  -0.193
C 10.736 2.710 -21.649  -0.147
C 10.008 1.584 -22.415  -0.473
N 10.885 0.411 -22.703  -0.109
O 10.282 -0.599 -23.476  -0.016
C 8.769 1.151 -21.626  -0.048
C 9.469 2.183 -23.762  -0.036
C 11.026 -1.083 -20.618  -0.019
H 13.730 -1.152 -21.515  0.080
H 13.511 -0.330 -22.974  0.077
H 12.614 -1.821 -22.707  0.075
H 12.852 0.786 -19.981  0.120
H 13.271 1.502 -21.504  0.120
H 12.281 3.009 -20.136  0.117
H 10.970 1.881 -19.671  0.108
H 11.266 3.348 -22.356  0.115
H 10.031 3.452 -21.275  0.118
H 8.885 0.808 -20.598  0.066
H 8.011 1.932 -21.561  0.085
H 8.374 0.220 -22.033  0.082
H 8.895 1.500 -24.389  0.075
H 8.789 3.021 -23.607  0.080
H 10.322 2.517 -24.353  0.078
H 10.551 -0.425 -19.891  0.063
H 11.681 -1.814 -20.144  0.086
H 10.178 -1.535 -21.132  0.080
H 10.898 -0.638 -24.212  0.103
C 14.434 8.822 -11.277  -0.035
C 12.932 8.562 -11.672  -0.436
C 12.768 8.221 -13.162  -0.146
C 11.346 7.810 -13.555  -0.165
C 10.837 6.663 -12.601  -0.138
C 10.915 6.980 -11.090  -0.482
N 12.347 7.433 -10.884  -0.112
O 12.626 7.640 -9.521  -0.030
C 9.898 8.098 -10.780  -0.037
C 10.624 5.662 -10.329  -0.034
C 12.148 9.948 -11.396  -0.027
H 14.567 9.653 -10.584  0.072
H 15.022 9.144 -12.136  0.073
H 15.056 7.969 -11.003  0.076
H 13.083 9.084 -13.748  0.119
H 13.407 7.350 -13.310  0.119
H 11.131 7.469 -14.568  0.105
H 10.652 8.649 -13.510  0.087
H 11.244 5.681 -12.842  0.113
H 9.775 6.534 -12.810  0.111
H 8.933 7.627 -10.593  0.083
H 10.164 8.605 -9.853  0.078
H 9.776 8.810 -11.596  0.066
H 11.506 5.021 -10.350  0.081
H 10.380 5.915 -9.297  0.078
H 9.828 5.050 -10.753  0.082
H 11.687 9.996 -10.410  0.067
H 11.411 10.205 -12.157  0.064
H 12.892 10.745 -11.381  0.065
H 13.162 6.894 -9.242  0.100
C 1.897 21.195 -14.268  -0.059
C 1.810 20.421 -12.988  -0.497
C 0.337 20.613 -12.494  -0.116
C -0.743 19.724 -13.223  -0.155
C -0.295 18.251 -13.342  -0.173
C 1.090 18.024 -13.882  -0.461
N 2.008 18.989 -13.221  -0.145
O 3.300 18.683 -13.490  -0.006
C 1.407 16.517 -13.628  -0.037
C 1.006 18.224 -15.449  -0.028
C 2.825 21.014 -11.934  -0.019
H 1.089 21.086 -14.991  0.078
H 1.946 22.269 -14.091  0.089
H 2.772 20.823 -14.801  0.085
H 0.340 20.302 -11.449  0.111
H 0.033 21.653 -12.617  0.114
H -1.637 19.834 -12.610  0.102
H -1.035 20.094 -14.206  0.095
H -0.946 17.660 -13.986  0.116
H -0.491 17.806 -12.366  0.116
H 0.585 15.871 -13.936  0.082
H 1.435 16.213 -12.582  0.078
H 2.350 16.246 -14.103  0.079
H 1.853 18.789 -15.838  0.067
H 0.186 18.819 -15.852  0.070
H 1.043 17.347 -16.095  0.073
H 3.714 21.404 -12.431  0.078
H 2.401 21.870 -11.410  0.074
H 3.032 20.411 -11.050  0.079
H 3.576 18.273 -12.667  0.111
C 1.171 -2.738 -13.507  -0.019
C 1.821 -2.090 -14.782  -0.469
C 2.584 -3.131 -15.599  -0.182
C 1.800 -4.113 -16.396  -0.176
C 0.799 -3.362 -17.267  -0.149
C -0.093 -2.343 -16.574  -0.504
N 0.778 -1.523 -15.689  -0.102
O 0.063 -0.466 -15.077  -0.024
C -0.724 -1.464 -17.682  -0.037
C -1.252 -3.050 -15.792  -0.022
C 2.945 -1.087 -14.408  -0.039
H 0.490 -2.046 -13.011  0.080
H 1.992 -2.988 -12.835  0.075
H 0.599 -3.659 -13.617  0.064
H 3.332 -2.630 -16.213  0.120
H 3.089 -3.709 -14.825  0.120
H 1.216 -4.737 -15.720  0.107
H 2.553 -4.679 -16.946  0.118
H 0.065 -4.068 -17.653  0.116
H 1.321 -2.951 -18.132  0.120
H -1.526 -0.882 -17.227  0.080
H 0.075 -0.907 -18.171  0.088
H -1.251 -2.103 -18.390  0.082
H -0.808 -3.835 -15.179  0.055
H -1.758 -2.416 -15.063  0.082
H -1.940 -3.493 -16.512  0.081
H 3.631 -1.627 -13.755  0.081
H 2.610 -0.208 -13.856  0.076
H 3.534 -0.657 -15.217  0.081
H 0.226 0.296 -15.637  0.099
C -10.301 7.438 -26.443  -0.037
C -9.666 8.817 -26.134  -0.478
C -9.119 9.513 -27.425  -0.132
C -10.274 10.023 -28.282  -0.177
C -11.210 10.994 -27.505  -0.137
C -11.826 10.329 -26.218  -0.459
N -10.686 9.660 -25.488  -0.101
O -10.864 9.490 -24.064  -0.023
C -12.454 11.532 -25.393  -0.030
C -12.932 9.362 -26.704  -0.041
C -8.403 8.627 -25.254  -0.049
H -10.943 7.327 -27.317  0.065
H -10.867 6.954 -25.648  0.087
H -9.524 6.690 -26.605  0.074
H -8.463 10.356 -27.206  0.119
H -8.564 8.730 -27.942  0.117
H -10.862 9.196 -28.680  0.096
H -9.923 10.656 -29.097  0.105
H -12.124 11.163 -28.075  0.108
H -10.733 11.953 -27.306  0.112
H -12.953 11.120 -24.516  0.076
H -11.687 12.270 -25.158  0.078
H -13.177 12.010 -26.054  0.077
H -13.152 8.651 -25.907  0.083
H -13.839 9.915 -26.949  0.081
H -12.626 8.654 -27.474  0.060
H -8.596 7.974 -24.403  0.077
H -7.840 9.492 -24.902  0.082
H -7.643 8.059 -25.790  0.077
H -10.550 10.299 -23.654  0.090
C 6.749 11.307 -25.778  -0.028
C 7.879 12.083 -24.984  -0.484
C 8.006 13.470 -25.690  -0.144
C 8.781 14.509 -24.892  -0.175
C 8.093 14.593 -23.485  -0.120
C 8.015 13.237 -22.699  -0.496
N 7.442 12.231 -23.595  -0.144
O 7.219 11.010 -22.985  0.003
C 9.367 12.807 -22.117  -0.038
C 7.072 13.551 -21.542  -0.050
C 9.195 11.426 -25.082  -0.046
H 6.636 10.251 -25.531  0.075
H 6.732 11.448 -26.859  0.077
H 5.779 11.779 -25.620  0.074
H 8.670 13.324 -26.542  0.110
H 7.050 13.909 -25.976  0.120
H 8.644 15.539 -25.222  0.106
H 9.851 14.306 -24.874  0.105
H 7.168 15.148 -23.639  0.113
H 8.727 15.224 -22.862  0.114
H 9.730 13.289 -21.209  0.080
H 9.406 11.757 -21.825  0.081
H 10.146 12.932 -22.868  0.070
H 6.162 14.068 -21.847  0.080
H 6.735 12.628 -21.069  0.076
H 7.475 14.146 -20.723  0.086
H 9.052 10.385 -25.374  0.083
H 9.725 11.187 -24.160  0.077
H 9.932 11.811 -25.786  0.090
H 6.302 11.193 -22.769  0.106

(2)
Below is a molecular structure, C67H151F2N9O5S2 at a distorted geometry, with properties calculated with ωB97M-V/def2-TZVPD.

HOMO-LUMO gap, eV: 7.47
Net charge: +6

Each line ends with the Löwdin charge.
Element x y z (Å)
C -1.619 -1.185 0.830  -0.178
C -0.835 0.180 0.771  -0.313
C -0.088 0.321 -0.562  -0.131
O -1.809 1.147 1.047  -0.451
H -0.970 -2.006 0.527  0.018
H -2.457 -1.172 0.133  0.066
H -1.945 -1.553 1.803  0.029
H -0.110 0.113 1.582  0.055
H 0.634 -0.486 -0.683  0.014
H 0.681 1.093 -0.545  0.049
H -0.765 0.291 -1.416  0.072
C 4.552 3.623 -5.235  -0.048
C 3.544 2.800 -4.446  -0.272
C 4.294 1.735 -3.687  -0.087
N 3.457 0.575 -3.094  -0.169
C 4.374 -0.221 -2.161  0.040
C 2.896 -0.440 -4.175  0.020
C 1.543 -1.112 -3.677  -0.005
C 1.178 -0.249 -2.448  -0.346
C 2.123 0.967 -2.491  -0.107
H 5.362 4.192 -4.779  0.111
H 4.122 4.451 -5.799  0.109
H 5.007 2.920 -5.932  0.111
H 2.816 2.365 -5.130  0.145
H 3.013 3.402 -3.709  -0.002
H 4.877 2.189 -2.885  0.138
H 5.036 1.228 -4.303  0.152
H 5.274 -0.575 -2.664  0.139
H 3.771 -0.966 -1.641  0.049
H 4.771 0.396 -1.355  0.111
H 3.739 -1.095 -4.395  0.139
H 2.658 0.078 -5.104  0.135
H 1.589 -2.174 -3.434  0.143
H 0.762 -0.955 -4.421  0.157
H 1.268 -0.716 -1.467  0.068
H 0.164 0.144 -2.522  0.137
H 2.402 1.459 -1.560  0.114
H 1.701 1.672 -3.208  0.118
C 0.056 -1.582 -2.116  -0.268
C -0.082 -3.105 -1.832  -0.105
C 0.852 -3.560 -0.665  -0.058
N 1.037 -5.099 -0.252  -0.102
C -0.361 -5.584 0.305  -0.018
C 2.227 -5.327 0.720  -0.144
C 2.666 -6.808 0.481  -0.100
C 2.228 -7.215 -0.897  -0.105
C 1.467 -5.995 -1.483  -0.041
H 1.056 -1.147 -2.097  -0.139
H -0.419 -0.952 -1.364  0.032
H -0.432 -1.433 -3.080  0.126
H 0.174 -3.652 -2.739  0.135
H -1.141 -3.362 -1.838  0.019
H 0.733 -2.908 0.200  0.074
H 1.867 -3.393 -1.025  0.124
H -0.155 -6.570 0.721  0.140
H -1.036 -5.602 -0.550  0.119
H -0.650 -4.993 1.174  0.004
H 1.934 -5.102 1.745  0.001
H 2.956 -4.557 0.466  -0.007
H 2.266 -7.426 1.285  0.130
H 3.742 -6.817 0.655  0.132
H 1.661 -8.142 -0.801  0.137
H 3.155 -7.340 -1.457  0.133
H 0.645 -6.208 -2.167  0.132
H 2.011 -5.299 -2.122  0.120
C 5.171 6.944 -0.770  -0.074
C 4.083 6.509 -1.758  -0.193
C 3.695 4.972 -1.537  -0.051
N 2.365 4.582 -2.203  -0.196
C 2.448 4.991 -3.704  0.013
C 2.030 3.107 -2.070  -0.193
C 1.294 3.036 -0.763  -0.121
C 0.277 4.083 -1.034  -0.207
C 1.172 5.256 -1.543  0.009
H 4.904 6.770 0.272  0.080
H 5.390 7.994 -0.964  0.103
H 6.068 6.347 -0.938  0.087
H 4.536 6.731 -2.724  0.122
H 3.191 7.120 -1.625  0.110
H 3.602 4.677 -0.492  0.132
H 4.454 4.399 -2.069  0.127
H 2.467 6.075 -3.812  0.134
H 1.775 4.502 -4.408  0.141
H 3.444 4.593 -3.901  0.033
H 1.416 2.800 -2.917  0.130
H 3.016 2.646 -2.113  0.102
H 0.863 2.059 -0.543  0.052
H 1.952 3.280 0.072  0.111
H -0.458 3.738 -1.761  0.120
H -0.238 4.304 -0.099  0.104
H 0.576 5.830 -2.252  0.150
H 1.487 5.954 -0.767  0.146
C -6.027 1.284 -4.691  -0.061
C -5.494 1.561 -3.240  -0.180
C -3.936 1.714 -3.232  -0.089
N -3.277 1.834 -1.840  -0.165
C -3.407 0.470 -1.150  -0.026
C -3.783 3.075 -1.036  -0.001
C -2.713 3.250 0.035  -0.184
C -1.424 2.880 -0.690  -0.202
C -1.815 2.187 -2.018  -0.036
H -5.776 0.269 -5.001  0.070
H -5.690 1.890 -5.532  0.089
H -7.116 1.286 -4.727  0.093
H -5.799 0.721 -2.616  0.093
H -5.993 2.451 -2.856  0.116
H -3.684 2.643 -3.742  0.134
H -3.471 0.883 -3.762  0.136
H -4.487 0.343 -1.075  0.113
H -2.862 0.598 -0.215  0.083
H -2.927 -0.267 -1.795  0.038
H -4.774 3.089 -0.581  0.086
H -3.811 3.919 -1.725  0.165
H -2.859 2.614 0.909  0.073
H -2.744 4.266 0.428  0.031
H -0.732 2.193 -0.203  0.090
H -0.945 3.805 -1.011  -0.031
H -1.286 1.269 -2.272  0.107
H -1.782 2.889 -2.851  0.147
C 7.701 -2.423 1.881  -0.029
C 6.216 -2.624 1.307  -0.197
C 5.095 -2.095 2.210  -0.104
N 3.681 -2.090 1.579  -0.142
C 3.194 -3.549 1.305  -0.074
C 2.744 -1.299 2.505  -0.063
C 1.816 -0.365 1.668  -0.172
C 2.073 -0.802 0.201  -0.109
C 3.566 -1.243 0.246  -0.033
H 7.958 -3.482 1.845  0.084
H 7.760 -2.062 2.907  0.084
H 8.324 -1.802 1.238  0.083
H 5.989 -3.669 1.094  0.106
H 6.265 -2.003 0.412  0.092
H 5.267 -1.054 2.486  0.129
H 5.071 -2.681 3.128  0.152
H 3.676 -3.879 0.385  0.140
H 2.112 -3.434 1.241  0.068
H 3.505 -4.110 2.186  0.152
H 2.176 -1.972 3.147  0.087
H 3.330 -0.628 3.133  0.117
H 0.800 -0.521 2.031  -0.028
H 2.100 0.676 1.828  -0.051
H 1.384 -1.555 -0.179  0.095
H 1.854 0.016 -0.485  0.081
H 3.862 -1.864 -0.600  0.108
H 4.193 -0.383 0.482  0.139
C -3.192 -6.588 1.802  -0.041
C -2.872 -5.197 1.200  -0.197
C -4.028 -4.697 0.184  -0.011
N -3.752 -3.267 -0.325  -0.159
C -3.815 -2.273 0.907  0.006
C -4.727 -2.777 -1.427  -0.052
C -4.093 -1.710 -2.258  -0.136
C -2.575 -1.996 -2.084  -0.112
C -2.359 -3.085 -0.983  -0.133
H -3.290 -7.400 1.082  0.096
H -4.119 -6.509 2.370  0.092
H -2.418 -6.843 2.527  0.081
H -1.900 -5.251 0.710  -0.003
H -2.760 -4.539 2.062  0.094
H -5.033 -4.635 0.602  0.142
H -4.098 -5.381 -0.661  0.142
H -3.062 -2.586 1.630  0.062
H -4.831 -2.549 1.190  0.110
H -3.748 -1.244 0.554  0.101
H -5.687 -2.520 -0.980  0.150
H -4.952 -3.668 -2.014  0.147
H -4.426 -0.713 -1.973  0.037
H -4.430 -1.785 -3.292  0.148
H -2.002 -1.089 -1.888  0.067
H -2.254 -2.421 -3.034  0.151
H -1.741 -2.813 -0.128  0.062
H -2.091 -4.043 -1.429  0.136
C -2.264 5.373 1.702  -0.037
C -1.251 4.504 2.491  -0.122
C -0.645 3.337 1.685  -0.092
N 0.388 2.531 2.546  -0.083
C -0.429 1.474 3.301  0.044
C 1.214 3.377 3.548  -0.059
C 2.530 2.645 3.882  -0.063
C 2.615 1.556 2.815  -0.169
C 1.613 1.939 1.778  -0.126
H -2.996 4.717 1.231  -0.031
H -1.752 5.785 0.833  0.106
H -2.625 6.188 2.330  0.132
H -1.897 4.061 3.249  0.117
H -0.558 5.258 2.863  0.123
H 0.016 3.727 0.911  0.085
H -1.433 2.683 1.313  0.057
H 0.279 0.814 3.803  0.148
H -1.056 0.838 2.677  0.060
H -1.142 1.978 3.953  0.051
H 0.670 3.671 4.446  0.148
H 1.489 4.294 3.028  0.136
H 2.444 2.241 4.891  0.138
H 3.445 3.221 3.743  0.138
H 2.451 0.569 3.249  0.099
H 3.588 1.581 2.325  0.164
H 1.235 1.090 1.208  0.091
H 1.873 2.750 1.098  0.100
C -4.727 3.609 1.365  -0.077
C -4.640 2.716 2.593  -0.117
C -3.745 1.446 2.305  -0.079
N -3.503 0.453 3.461  -0.121
C -2.870 1.171 4.689  0.069
C -4.819 -0.271 3.889  -0.019
C -4.625 -1.698 3.388  -0.109
C -3.142 -1.876 3.489  -0.238
C -2.558 -0.648 2.966  -0.161
H -5.000 3.148 0.416  0.042
H -3.734 4.048 1.269  -0.005
H -5.514 4.344 1.536  0.138
H -5.678 2.426 2.758  0.115
H -4.299 3.247 3.481  0.118
H -2.750 1.834 2.085  0.066
H -4.008 0.828 1.446  0.136
H -2.688 0.413 5.451  0.132
H -3.537 1.880 5.180  0.123
H -1.965 1.727 4.445  0.022
H -4.959 -0.183 4.966  0.146
H -5.628 0.275 3.403  0.131
H -5.234 -2.309 4.054  0.155
H -5.066 -1.777 2.394  0.085
H -2.976 -2.037 4.554  0.171
H -2.880 -2.821 3.013  0.092
H -1.521 -0.455 3.238  0.122
H -2.617 -0.616 1.878  0.063
N 0.999 -2.941 2.788  -0.246
S 0.714 -4.508 3.385  0.771
O -0.214 -5.428 2.626  -0.259
O 0.653 -4.654 4.821  -0.146
F 2.193 -5.023 3.059  -0.171
S -0.420 -2.712 2.389  0.666
O -1.333 -2.687 3.508  -0.229
O -0.806 -3.207 1.083  -0.378
F -0.188 -1.110 2.085  -0.320

HOMO level readings, ordered: -7.89; -20.08 eV